Entry 1:
Formula: C25H40NO3P3Tl
Source: OMol25
Level of theory: ωB97M-V/def2-TZVPD

As for the charge: +1. The gap between HOMO and LUMO (alpha / beta) is 4.754 / 4.964 eV. The value obtained for the LUMO energy (alpha / beta) is -3.6 / -3.5 eV. For the HOMO energy (alpha / beta), the calculation gives -8.314 / -8.512 eV.

Geometry as XYZ:
```
73
C25H40NO3P3Tl (ωB97M-V/def2-TZVPD)
C 3.66 -1.06 3.69
C 3.53 -0.82 2.32
C 2.97 -1.84 1.50
C 2.59 -3.12 2.09
C 2.76 -3.28 3.48
C 3.29 -2.28 4.26
C 1.93 -4.04 1.28
C 1.73 -3.82 -0.07
C 2.15 -2.54 -0.62
C 1.91 -2.25 -1.99
C 1.22 -3.18 -2.76
C 0.80 -4.40 -2.23
C 1.06 -4.72 -0.92
H 4.06 -0.24 4.30
H 2.45 -4.23 3.90
H 3.41 -2.41 5.33
H 1.57 -4.97 1.74
H 0.99 -2.90 -3.80
H 0.28 -5.08 -2.87
H 0.75 -5.66 -0.48
N 2.58 -1.56 0.23
Tl 0.48 -0.15 0.16
C 3.79 0.56 1.69
H 4.21 0.45 0.69
H 4.48 1.17 2.29
C 2.29 -0.87 -2.49
H 3.22 -0.51 -2.07
H 2.38 -0.82 -3.60
P 2.26 1.57 1.54
P 1.02 0.38 -2.14
C -0.24 0.04 -3.39
H -0.98 0.84 -3.43
H 0.29 -0.04 -4.35
H -0.80 -0.88 -3.19
C 1.78 1.92 -2.70
H 2.03 1.82 -3.76
H 1.11 2.77 -2.56
H 2.69 2.10 -2.13
C 1.88 1.90 3.30
H 2.78 2.29 3.78
H 1.09 2.64 3.36
H 1.54 1.00 3.82
C 2.88 3.19 1.03
H 2.07 3.92 1.01
H 3.65 3.54 1.70
H 3.28 3.12 0.02
H -0.41 -1.09 1.55
H -0.35 0.28 1.53
C -3.09 3.67 -2.08
C -2.29 3.13 -0.90
O -2.89 1.96 -0.27
P -2.39 0.46 -0.63
O -3.29 0.22 -2.01
C -4.71 -0.14 -1.91
C -5.65 1.02 -1.78
O -3.20 -0.43 0.48
C -4.01 -0.03 1.63
C -3.24 0.66 2.75
H -3.19 2.98 -2.94
H -2.56 4.58 -2.48
H -4.10 3.95 -1.72
H -1.26 2.94 -1.20
H -2.22 3.90 -0.10
H -4.91 -0.68 -2.84
H -4.79 -0.85 -1.10
H -5.43 1.66 -0.91
H -5.67 1.56 -2.72
H -6.68 0.64 -1.63
H -4.85 0.58 1.23
H -4.46 -0.99 1.91
H -2.83 1.63 2.42
H -3.94 0.86 3.58
H -2.50 -0.03 3.18
```



Entry 2:
Formula: C6H7F4N2
Source: OMol25
Level of theory: ωB97M-V/def2-TZVPD

As for the charge: +1. The gap between HOMO and LUMO is 8.703 eV. The value obtained for the LUMO energy is -5.3 eV. The energy above the lowest of the compared OMol25 structures with the same formula, charge and spin is 53.9 kJ/mol. For the HOMO energy, the calculation gives -13.958 eV.

Geometry as XYZ:
```
19
C6H7F4N2 (ωB97M-V/def2-TZVPD)
C 0.65 1.63 1.63
C -0.05 2.10 0.57
N -1.22 1.52 0.18
C -1.74 0.41 0.23
N -1.06 -0.80 0.65
C -0.66 -1.82 -0.03
C -0.89 -2.19 -1.42
F -0.17 -2.80 0.76
C -3.22 0.24 -0.12
F -3.82 1.20 -0.71
F -3.44 -0.89 -0.93
F -3.81 -0.16 1.03
H 0.50 0.67 2.01
H 1.49 2.06 2.11
H 0.35 3.02 0.05
H -0.87 -0.73 1.67
H -0.20 -1.64 -2.05
H -1.92 -2.05 -1.60
H -0.56 -3.29 -1.45
```



Entry 3:
Formula: C6H12O
Source: OMol25
Level of theory: ωB97M-V/def2-TZVPD

As for the charge: 0. The gap between HOMO and LUMO is 9.591 eV. The value obtained for the LUMO energy is 1.0 eV. The energy above the lowest of the compared OMol25 structures with the same formula, charge and spin is 273.5 kJ/mol. For the HOMO energy, the calculation gives -8.604 eV.

Geometry as XYZ:
```
19
C6H12O (ωB97M-V/def2-TZVPD)
C -0.51 0.00 2.34
C 0.46 -0.64 1.36
C 1.02 0.36 0.36
C 1.43 -0.10 -0.99
C 0.20 0.72 -1.03
C -1.15 0.17 -1.35
O -1.26 -0.13 -2.73
H -0.03 0.81 2.89
H -0.89 -0.72 3.07
H -1.38 0.43 1.81
H -0.04 -1.47 0.82
H 1.28 -1.12 1.92
H 0.71 1.39 0.42
H 2.33 0.27 -1.47
H 1.24 -1.16 -1.17
H 0.37 1.73 -1.43
H -1.33 -0.72 -0.73
H -1.95 0.89 -1.14
H -0.50 -0.70 -2.94
```



Entry 4:
Formula: C4H9N4O
Source: OMol25
Level of theory: ωB97M-V/def2-TZVPD

As for the charge: +1. The gap between HOMO and LUMO is 10.591 eV. The value obtained for the LUMO energy is -3.4 eV. The energy above the lowest of the compared OMol25 structures with the same formula, charge and spin is 137.2 kJ/mol. For the HOMO energy, the calculation gives -14.030 eV.

Geometry as XYZ:
```
18
C4H9N4O (ωB97M-V/def2-TZVPD)
C 0.11 0.51 -0.12
C 2.13 1.97 -0.78
C -0.46 -0.44 2.08
C -1.05 1.32 -2.18
N 0.51 0.12 1.01
N -0.50 0.60 -1.11
N 2.81 0.99 -0.66
N -0.47 -1.82 2.16
O 1.35 2.81 -0.77
H -0.12 0.01 3.02
H -1.44 -0.05 1.81
H -0.76 0.84 -3.11
H -2.14 1.27 -2.08
H -0.73 2.36 -2.16
H 1.51 0.06 1.20
H 3.72 0.74 -0.98
H 0.35 -2.27 2.54
H -0.91 -2.33 1.41
```



Entry 5:
Formula: C5H8O3S
Source: OMol25
Level of theory: ωB97M-V/def2-TZVPD

As for the charge: 0. The gap between HOMO and LUMO (alpha / beta) is 8.321 / 7.188 eV. The value obtained for the LUMO energy (alpha / beta) is -0.1 / -1.2 eV. The energy above the lowest of the compared OMol25 structures with the same formula, charge and spin is 559.2 kJ/mol. For the HOMO energy (alpha / beta), the calculation gives -8.416 / -8.374 eV.

Geometry as XYZ:
```
17
C5H8O3S (ωB97M-V/def2-TZVPD)
C 2.00 1.68 0.86
C 0.68 1.55 0.73
C 0.39 -2.10 1.24
C -0.09 0.35 0.88
C -1.91 -0.09 -1.38
O -2.43 1.48 0.58
O -2.28 -1.04 0.96
O 0.57 -0.81 0.93
S -1.80 0.24 0.39
H 2.54 2.66 1.16
H 2.64 0.78 0.96
H 0.03 2.53 0.58
H -0.63 -2.58 1.30
H 1.13 -2.76 0.71
H -1.21 -0.80 -1.85
H -2.94 -0.40 -1.62
H -1.45 0.88 -1.75
```



Entry 6:
Formula: C5H14N2
Source: OMol25
Level of theory: ωB97M-V/def2-TZVPD

As for the charge: 0. The gap between HOMO and LUMO is 9.990 eV. The value obtained for the LUMO energy is 1.0 eV. The energy above the lowest of the compared OMol25 structures with the same formula, charge and spin is 248.0 kJ/mol. For the HOMO energy, the calculation gives -8.963 eV.

Geometry as XYZ:
```
21
C5H14N2 (ωB97M-V/def2-TZVPD)
N 3.14 0.32 -0.42
C 2.50 -1.00 -0.45
C 0.99 -0.88 -0.90
C -0.11 -0.60 0.14
C -1.47 0.04 -0.41
C -2.16 1.20 0.31
N -2.77 0.94 1.71
H 2.94 0.82 -1.23
H 2.96 0.65 0.53
H 2.53 -1.70 0.51
H 3.02 -1.47 -1.40
H 0.84 -1.72 -1.64
H 0.92 -0.02 -1.54
H -0.54 -1.53 0.68
H 0.09 -0.11 1.06
H -1.18 0.28 -1.47
H -2.27 -0.67 -0.66
H -1.42 2.04 0.42
H -3.12 1.43 -0.20
H -2.26 0.15 2.15
H -3.65 0.50 1.60
```



Entry 7:
Formula: C6H13N
Source: OMol25
Level of theory: ωB97M-V/def2-TZVPD

As for the charge: 0. The gap between HOMO and LUMO is 9.658 eV. The value obtained for the LUMO energy is 1.2 eV. The energy above the lowest of the compared OMol25 structures with the same formula, charge and spin is 283.5 kJ/mol. For the HOMO energy, the calculation gives -8.480 eV.

Geometry as XYZ:
```
20
C6H13N (ωB97M-V/def2-TZVPD)
C -1.41 -0.29 3.15
C -1.20 -0.78 1.92
C 0.31 -0.79 1.47
C 0.29 0.33 0.45
C 0.59 -0.32 -0.85
N 1.29 0.56 -1.92
C 0.37 0.76 -3.20
H -2.45 -0.11 3.64
H -0.64 0.04 3.80
H -1.94 -1.18 1.13
H 0.96 -0.60 2.38
H 0.52 -1.76 1.20
H -0.66 0.81 0.21
H 0.94 1.20 0.83
H -0.23 -0.88 -1.31
H 1.33 -1.12 -0.81
H 1.60 1.45 -1.56
H 0.07 -0.13 -3.63
H -0.60 1.41 -2.97
H 0.88 1.40 -3.93
```



Entry 8:
Formula: C6H13NO3
Source: OMol25
Level of theory: ωB97M-V/def2-TZVPD

As for the charge: 0. The gap between HOMO and LUMO is 9.829 eV. The value obtained for the LUMO energy is 0.8 eV. The energy above the lowest of the compared OMol25 structures with the same formula, charge and spin is 206.8 kJ/mol. For the HOMO energy, the calculation gives -9.073 eV.

Geometry as XYZ:
```
23
C6H13NO3 (ωB97M-V/def2-TZVPD)
C -0.87 -1.95 0.49
C -0.73 -0.56 -0.10
C 0.59 -0.33 -0.83
C 1.83 -0.13 0.04
O 2.06 -0.89 1.01
O 2.89 0.11 -0.83
C -1.96 -0.07 -0.91
C -2.07 1.02 0.16
O -0.97 0.47 0.91
H -1.85 -2.06 0.98
H -0.80 -2.70 -0.31
H -0.08 -2.14 1.22
H 0.78 -1.19 -1.49
H 0.51 0.54 -1.49
H 3.69 -0.25 -0.42
H -1.76 0.27 -1.93
H -2.80 -0.78 -0.92
H -1.84 2.04 -0.19
H -2.99 1.04 0.75
N 1.63 1.70 0.87
H 0.66 1.71 1.21
H 2.31 1.74 1.62
H 1.79 2.43 0.18
```



What did the fourth record say?
Formula: C4H9N4O
Source: OMol25
Level of theory: ωB97M-V/def2-TZVPD

As for the charge: +1. The gap between HOMO and LUMO is 10.591 eV. The value obtained for the LUMO energy is -3.4 eV. The energy above the lowest of the compared OMol25 structures with the same formula, charge and spin is 137.2 kJ/mol. For the HOMO energy, the calculation gives -14.030 eV.

Geometry as XYZ:
```
18
C4H9N4O (ωB97M-V/def2-TZVPD)
C 0.11 0.51 -0.12
C 2.13 1.97 -0.78
C -0.46 -0.44 2.08
C -1.05 1.32 -2.18
N 0.51 0.12 1.01
N -0.50 0.60 -1.11
N 2.81 0.99 -0.66
N -0.47 -1.82 2.16
O 1.35 2.81 -0.77
H -0.12 0.01 3.02
H -1.44 -0.05 1.81
H -0.76 0.84 -3.11
H -2.14 1.27 -2.08
H -0.73 2.36 -2.16
H 1.51 0.06 1.20
H 3.72 0.74 -0.98
H 0.35 -2.27 2.54
H -0.91 -2.33 1.41
```



Which value of charge does entry 5 give? 0



charge of number 2 (C6H7F4N2)? +1